Entry 1:
The following is a quantum chemistry calculation of C29H29CrNO4Si as an isolated structure, from the Open Molecules 2025 dataset.

## Properties
- Multiplicity: 5
- Total energy: -76526.227 eV
- Strongest force on any atom: 0.11 eV/Å
- <S²>: 6.01
- HOMO-LUMO gap (spin up / spin down): 7.5 / 7.7 eV

Structure (XYZ):
```
65
C29H29CrNO4Si, DFT ωB97M-V with the def2-TZVPD basis set
Cr -0.52 0.20 0.79
C -1.98 2.26 3.16
Si -2.56 0.50 3.38
C -4.44 0.54 3.33
C -1.99 -0.12 5.05
N -1.91 -0.45 2.07
C -2.38 -1.71 1.77
C -3.19 -2.52 2.58
C -3.61 -3.78 2.17
C -3.24 -4.30 0.94
C -2.42 -3.55 0.11
C -2.03 -2.30 0.54
O -1.16 -1.49 -0.23
C -0.91 -1.77 -1.57
C -1.90 -1.60 -2.51
C -1.60 -1.80 -3.85
C -0.31 -2.17 -4.23
C 0.68 -2.34 -3.26
C 0.38 -2.15 -1.92
H -2.43 2.88 3.94
H -2.28 2.67 2.19
H -0.90 2.35 3.24
H -4.81 1.21 4.11
H -4.92 -0.43 3.48
H -4.79 0.93 2.37
H -2.37 0.51 5.86
H -0.90 -0.09 5.10
H -2.30 -1.14 5.26
H -3.48 -2.16 3.55
H -4.24 -4.36 2.84
H -3.57 -5.29 0.63
H -2.10 -3.93 -0.85
H -2.90 -1.30 -2.20
H -2.36 -1.67 -4.60
H -0.08 -2.32 -5.27
H 1.68 -2.62 -3.55
H 1.13 -2.28 -1.15
O 0.61 0.85 -0.82
C 1.85 1.53 -0.46
C 1.73 1.93 1.04
O 2.64 2.56 1.52
O 0.67 1.50 1.65
C 2.95 0.49 -0.66
C 3.38 -0.31 0.39
C 4.26 -1.36 0.16
C 4.71 -1.62 -1.13
C 4.28 -0.83 -2.18
C 3.41 0.23 -1.95
C 2.03 2.76 -1.32
C 1.01 3.23 -2.13
C 1.20 4.37 -2.91
C 2.40 5.05 -2.87
C 3.43 4.58 -2.05
C 3.24 3.45 -1.28
H 0.77 0.27 -1.58
H 3.04 -0.11 1.40
H 4.59 -1.97 0.99
H 5.39 -2.44 -1.31
H 4.64 -1.02 -3.18
H 3.09 0.86 -2.77
H 0.06 2.72 -2.16
H 0.39 4.73 -3.54
H 2.55 5.94 -3.47
H 4.37 5.11 -2.01
H 4.03 3.09 -0.64
```

---

Entry 2:
The following is a quantum chemistry calculation of C29H29EuN3Si as an isolated structure at a distorted geometry, from the Open Molecules 2025 dataset.

## Properties
- Multiplicity: 7
- Total energy: -62209.276 eV
- Strongest force on any atom: 3.62 eV/Å
- <S²>: 12.06
- Charge: +1
- HOMO-LUMO gap (spin up / spin down): 6.0 / 3.9 eV

Structure (XYZ):
```
63
C29H29EuN3Si, DFT ωB97M-V with the def2-TZVPD basis set
C 0.14 2.10 3.12
C 0.52 2.81 1.95
C -0.67 3.24 1.28
H 1.55 3.04 1.65
C -1.79 2.78 2.03
C -1.29 2.08 3.18
H -1.89 1.63 3.97
H 0.81 1.71 3.88
H -0.71 3.86 0.38
H -2.84 2.95 1.80
Eu -0.73 0.41 1.03
C -1.52 -3.70 -1.72
H -1.32 -3.42 -0.69
H -1.59 -4.80 -1.74
H -0.70 -3.43 -2.39
Si -0.79 -0.04 -1.89
C 0.74 -0.23 -2.95
C 1.65 0.84 -3.15
H 1.50 1.80 -2.66
C 2.80 0.65 -3.94
H 3.53 1.47 -4.04
C 3.03 -0.58 -4.56
H 3.95 -0.74 -5.13
C 2.09 -1.61 -4.43
H 2.25 -2.56 -4.95
C 0.97 -1.44 -3.62
H 0.27 -2.26 -3.49
C -1.97 0.70 -3.15
C -1.59 1.04 -4.47
H -0.60 0.77 -4.84
C -2.44 1.78 -5.30
H -2.10 2.06 -6.30
C -3.70 2.17 -4.85
H -4.34 2.81 -5.47
C -4.14 1.76 -3.58
H -5.14 2.03 -3.23
C -3.28 1.03 -2.74
H -3.62 0.76 -1.73
H -2.47 -3.31 -2.09
H -1.28 -1.60 -1.64
C -1.34 -1.47 6.81
C -2.16 -1.11 5.73
C -1.63 -0.99 4.45
C -0.24 -1.20 4.26
C 0.58 -1.58 5.34
C 0.03 -1.71 6.61
N 0.34 -0.94 3.01
N 1.62 -1.27 2.98
C 2.35 -0.75 1.94
C 3.76 -0.94 1.92
C 4.48 -0.41 0.85
C 3.80 0.33 -0.14
C 2.43 0.55 0.03
N 1.70 -0.06 0.97
H -1.77 -1.56 7.81
H -3.22 -0.91 5.88
H -2.23 -0.71 3.57
H 1.64 -1.74 5.14
H 0.68 -1.99 7.45
H 4.18 -1.49 2.76
H 5.55 -0.58 0.78
H 4.31 0.72 -1.01
H 1.86 1.21 -0.63
```

---

Entry 3:
The following is a quantum chemistry calculation of C29H29F12N2O3ReS as an isolated structure, from the Open Molecules 2025 dataset.

## Properties
- Total energy: -85200.385 eV
- Strongest force on any atom: 0.74 eV/Å
- Charge: +4
- HOMO-LUMO gap (spin up / spin down): 5.6 / 5.6 eV

Structure (XYZ):
```
77
C29H29F12N2O3ReS, DFT ωB97M-V with the def2-TZVPD basis set
Re -0.78 0.32 0.34
C 4.54 -3.53 3.11
C 3.71 -2.59 2.31
C 4.00 -2.29 0.98
C 3.23 -1.38 0.29
C 2.11 -0.77 0.89
N 1.43 0.23 0.21
C 2.21 1.14 -0.38
C 3.58 1.28 0.08
C 4.50 2.04 -0.58
C 4.11 2.77 -1.71
C 5.06 3.62 -2.45
C 2.72 2.79 -2.08
C 1.78 2.06 -1.43
C 0.34 2.16 -1.88
O -0.53 1.55 -0.91
C -0.18 3.63 -1.97
F 0.35 4.24 -3.02
F -1.50 3.63 -2.08
F 0.16 4.27 -0.85
C 0.10 1.33 -3.19
F -1.18 1.34 -3.52
F 0.84 1.80 -4.16
F 0.46 0.06 -2.93
C 1.75 -1.13 2.22
C 2.57 -1.98 2.91
C 0.53 -0.48 2.85
O -0.52 -0.51 1.90
C -0.02 -1.24 4.10
F 0.77 -1.00 5.14
F -0.07 -2.54 3.85
F -1.25 -0.81 4.36
C 0.70 1.06 3.15
F -0.03 1.49 4.15
F 1.95 1.40 3.31
F 0.23 1.76 2.01
H 5.12 -2.96 3.85
H 5.24 -4.09 2.49
H 3.92 -4.22 3.68
H 4.83 -2.79 0.49
H 3.42 -1.19 -0.76
H 3.84 0.85 1.04
H 5.51 2.13 -0.20
H 6.09 3.28 -2.33
H 5.01 4.64 -2.02
H 4.79 3.73 -3.50
H 2.44 3.42 -2.91
H 2.38 -2.21 3.95
O -2.72 0.48 0.58
S -3.34 1.57 1.63
C -4.87 0.74 2.16
C -6.02 1.65 1.71
C -5.60 2.25 0.37
C -4.18 2.78 0.59
H -4.80 0.56 3.23
H -4.85 -0.21 1.62
H -6.18 2.44 2.45
H -6.93 1.07 1.65
H -6.25 3.06 0.06
H -5.61 1.49 -0.41
H -4.17 3.69 1.19
H -3.57 2.94 -0.30
C -1.99 -4.48 -1.33
C -2.03 -3.23 -2.26
C -3.45 -2.97 -2.79
C -1.01 -3.38 -3.42
C -1.63 -2.10 -1.44
N -1.31 -1.19 -0.80
H -2.30 -5.33 -1.94
H -2.69 -4.38 -0.50
H -0.99 -4.67 -0.95
H -3.73 -3.84 -3.39
H -3.49 -2.09 -3.42
H -4.17 -2.87 -1.97
H -1.32 -4.24 -4.00
H 0.00 -3.55 -3.05
H -1.02 -2.50 -4.07
```

---

Entry 4:
The following is a quantum chemistry calculation of C29H29Ge2N2O2PdS as an isolated structure at a distorted geometry, from the Open Molecules 2025 dataset.

## Properties
- Multiplicity: 2
- Total energy: -164964.270 eV
- Strongest force on any atom: 1.37 eV/Å
- <S²>: 0.76
- HOMO-LUMO gap (spin up / spin down): 6.8 / 6.6 eV
- ΔE to the lowest compared entry with this formula, charge and spin: 1.617 eV

Structure (XYZ):
```
66
C29H29Ge2N2O2PdS, DFT ωB97M-V with the def2-TZVPD basis set
Pd -1.35 -0.04 -1.56
O -2.58 -1.02 -0.37
C -2.64 -2.34 -0.38
C -3.89 -2.94 -0.16
C -3.98 -4.30 0.06
C -2.84 -5.11 0.05
C -1.62 -4.54 -0.23
C -1.51 -3.16 -0.50
C -0.22 -2.68 -0.93
N -0.01 -1.52 -1.45
N 1.27 -1.21 -1.89
C 1.26 -0.01 -2.42
O 0.24 0.79 -2.44
C 2.53 0.52 -2.98
C 3.71 -0.21 -2.91
C 4.89 0.32 -3.40
C 4.90 1.60 -3.96
C 3.72 2.33 -4.03
C 2.54 1.80 -3.54
H -4.76 -2.30 -0.13
H -4.95 -4.75 0.24
H -2.92 -6.17 0.24
H -0.72 -5.15 -0.27
H 0.62 -3.36 -0.93
H 3.69 -1.20 -2.48
H 5.81 -0.25 -3.34
H 5.82 2.01 -4.34
H 3.73 3.32 -4.46
H 1.62 2.36 -3.58
S -2.99 0.80 -2.88
C -3.98 0.62 1.78
Ge -2.40 1.72 1.49
C -2.93 3.12 0.23
C -1.89 2.57 3.18
Ge -0.40 0.63 0.61
C 0.09 -0.92 1.69
C 1.22 -1.71 1.49
C 1.49 -2.79 2.31
C 0.63 -3.11 3.35
C -0.50 -2.34 3.56
C -0.77 -1.26 2.73
C 1.09 1.85 0.45
C 2.38 1.43 0.13
C 3.41 2.35 -0.05
C 3.15 3.70 0.09
C 1.88 4.14 0.40
C 0.85 3.22 0.57
H -4.66 1.21 2.40
H -3.77 -0.32 2.27
H -4.45 0.42 0.82
H -3.91 3.52 0.49
H -2.99 2.71 -0.78
H -2.22 3.95 0.22
H -2.75 3.12 3.56
H -1.06 3.27 3.05
H -1.60 1.82 3.92
H 1.90 -1.50 0.67
H 2.38 -3.39 2.13
H 0.84 -3.95 3.99
H -1.18 -2.59 4.37
H -1.68 -0.69 2.90
H 2.60 0.38 0.02
H 4.40 2.00 -0.31
H 3.95 4.42 -0.06
H 1.67 5.20 0.51
H -0.15 3.58 0.80
```